[1]
CH14O6 | ωB97M-V with the def2-TZVPD basis set

```
! RIJCOSX wB97M-V def2-TZVPD def2/J DEFGRID3
* xyz 0 1
H 2.50598 0.67336 1.78811
H -1.39617 2.78564 -0.93542
H -2.75755 -0.63762 0.30901
H 0.33670 1.29911 0.10725
O -1.20823 2.07816 -0.31806
H 1.26242 -2.63622 1.58519
H -3.01724 0.37946 -3.18190
H 2.62181 1.70002 0.38136
O -2.18753 -0.76817 -0.45177
H 2.57050 -1.32752 -0.05382
C 1.92128 1.33564 1.14619
H 1.60134 2.20341 1.73933
O 0.73967 -2.67114 0.78793
O -3.87385 -0.04332 -3.09425
H 3.54209 -2.29394 0.58773
H -1.58130 2.30820 0.53933
H -0.14061 -2.96445 0.96695
O 0.81055 0.61856 0.62675
O 3.49404 -1.49419 0.09796
H -3.73222 -0.45857 -2.23288
H -1.51167 -0.08643 -0.39500
*
```

Computed properties:
SMILES: CO.O.O.O.O.O
Calculated total energy: -13548.610 eV
E_LUMO: 0.01 eV
Kohn-Sham gap: 10.2 eV


[2]
CH15N2O5 | ωB97M-V with the def2-TZVPD basis set

```
! RIJCOSX wB97M-V def2-TZVPD def2/J DEFGRID3
* xyz 1 1
O -3.34026 -2.12024 1.33944
H 2.47986 2.69396 -3.94006
H 0.50067 -1.76594 -3.53029
O 0.66689 0.87104 -1.41697
H 0.69819 -3.18828 -2.90156
H -1.35826 0.15190 2.44449
H -3.39422 -2.23055 0.38415
H -4.14912 -2.49702 1.69914
O 2.58809 2.28942 -3.07595
N -0.91071 -0.63437 0.57033
O 0.28080 0.47508 3.89773
H 3.45000 2.54491 -2.73682
H 1.51620 1.20832 -1.74949
H 0.37707 1.88434 2.06357
H -0.36324 -0.52741 -0.26823
H 1.16265 0.83257 3.76487
H 0.25448 -0.08946 4.69993
H 0.07731 0.84424 -2.17977
O 1.13120 -2.35062 -3.10201
H 0.64784 1.38002 0.47637
H -1.67472 -1.27568 0.67960
N 0.04102 1.28131 1.32309
C -0.68174 0.22245 1.55843
*
```

Computed properties:
Calculated total energy: -14492.617 eV
E_LUMO: -2.56 eV
Kohn-Sham gap: 11.6 eV